18
Properties=species:S:1:pos:R:3:nbo_charge:R:1 method="wB97M-V/def2-TZVPD" molar_mass_g_mol=103.14 spin_multiplicity=1 charge=+1 e_above_lowest_kcal_mol=31.7 smiles="CNC(=O)[C@H](C)[NH3+]" energy_ha=-343.5137
N -0.34816 0.32034 -2.10680 -0.674
C 0.17572 -0.17872 -0.79632 -0.153
C 1.56437 0.39066 -0.44904 -0.640
C -0.71837 0.53726 0.21019 0.650
N -0.89019 0.19044 1.48499 -0.573
C -0.51856 -1.05667 2.09888 -0.456
O -1.32307 1.52765 -0.21977 -0.647
H -1.37346 0.29434 -2.11715 0.461
H -0.17304 1.32921 -2.13871 0.466
H -0.06771 -0.10483 -2.99511 0.448
H 0.36002 -1.25584 -0.82038 0.264
H 1.76794 1.46202 -0.54750 0.250
H 1.86091 0.00078 0.52229 0.255
H 2.33431 0.00863 -1.14081 0.237
H -1.39340 0.89378 2.00529 0.436
H 0.54395 -1.34102 2.14984 0.212
H -1.04639 -1.91811 1.68037 0.211
H -0.75487 -1.09990 3.17973 0.252

***

16
Properties=species:S:1:pos:R:3:nbo_charge:R:1 method="wB97M-V/def2-TZVPD" molar_mass_g_mol=152.24 spin_multiplicity=1 charge=0 e_above_lowest_kcal_mol=83.6 energy_ha=-1100.1222
C -2.81648 0.36091 -0.28948 0.304
C 2.70521 -0.38066 -0.46886 -0.880
C 0.71968 -0.74663 1.43935 -0.809
N -2.43487 -0.71386 0.25625 -0.526
N -2.31280 1.34369 -1.00873 -0.773
O 0.35226 0.73238 -0.81016 -1.024
S -4.11695 -0.22136 0.71097 0.151
S 0.89480 -0.58042 -0.40559 1.251
H 3.29342 -1.22301 -0.94606 0.249
H 2.77725 0.43081 -1.30391 0.257
H 3.21211 0.13548 0.39216 0.238
H 0.44873 0.28129 1.74946 0.250
H -0.08593 -1.50472 1.71337 0.259
H 1.68988 -1.13226 1.76054 0.222
H -1.39012 1.31591 -1.32930 0.442
H -2.93621 1.90244 -1.46002 0.390

***

8
Properties=species:S:1:pos:R:3:nbo_charge:R:1 method="wB97M-V/def2-TZVPD" molar_mass_g_mol=124.01 spin_multiplicity=1 charge=-2 e_above_lowest_kcal_mol=82.7 energy_ha=-560.6795
N 3.39773 4.00028 1.97753 0.712
O 4.61578 4.13303 1.78096 -0.649
O 2.82609 4.95532 2.24878 -0.432
O 3.01478 2.91086 2.37717 -0.631
N 2.31584 8.04309 3.38810 0.714
O 3.01278 8.90686 2.88934 -0.590
O 1.78663 7.20936 2.63817 -0.521
O 1.86837 8.21277 4.51528 -0.603

***

84
Properties=species:S:1:pos:R:3:lowdin_charge:R:1 method="wB97M-V/def2-TZVPD" molar_mass_g_mol=812.65 spin_multiplicity=1 charge=+3 e_above_lowest_kcal_mol=2.6 energy_ha=-2723.7585
Au 0.61053 -0.75281 -0.00687 0.696
N 0.34386 -2.55108 -1.45970 0.020
C -0.86117 -3.26805 -1.11312 -0.320
C -0.95793 -4.63226 -1.31712 -0.002
C -2.15956 -5.27587 -1.05628 -0.009
C -3.27185 -4.55960 -0.62572 -0.021
C -3.17050 -3.19854 -0.39225 -0.063
C -1.94144 -2.55692 -0.59127 -0.313
P -1.78774 -0.83823 -0.11662 1.045
C -2.12596 -0.59834 1.60425 -0.366
C -2.62515 -1.65162 2.38472 -0.077
C -2.91332 -1.43398 3.72307 -0.031
C -2.68064 -0.18864 4.29482 -0.014
C -2.14266 0.85030 3.53576 -0.035
C -1.85356 0.64916 2.19724 -0.096
C -2.80560 0.12454 -1.18349 -0.372
C -3.65671 1.12968 -0.70485 -0.076
C -4.48041 1.80537 -1.58876 -0.031
C -4.46075 1.48904 -2.94367 -0.007
C -3.63188 0.47740 -3.42400 -0.028
C -2.80938 -0.20828 -2.54872 -0.091
H 1.14390 -3.16985 -1.54196 0.107
H 0.24274 -2.09987 -2.36713 0.103
H -0.11602 -5.19057 -1.71857 0.133
H -2.23466 -6.34562 -1.21681 0.134
H -4.21582 -5.06423 -0.46606 0.132
H -4.03563 -2.64139 -0.04938 0.132
H -2.80412 -2.62870 1.95468 0.100
H -3.32477 -2.23878 4.32125 0.130
H -2.91232 -0.02787 5.34211 0.131
H -1.94990 1.81413 3.99265 0.125
H -1.41431 1.45288 1.62069 0.082
H -3.70975 1.35162 0.35331 0.114
H -5.16001 2.56463 -1.22068 0.128
H -5.11569 2.01804 -3.62822 0.132
H -3.65001 0.21268 -4.47442 0.127
H -2.18915 -1.01694 -2.92342 0.110
C -0.75403 5.51646 0.12343 -0.019
C 0.61563 5.39709 0.32935 -0.025
C 1.23422 4.15795 0.22431 -0.065
C 0.46136 3.03625 -0.09013 -0.348
C -0.89886 3.16528 -0.33456 -0.103
C -1.50872 4.40280 -0.22339 -0.035
P 1.27292 1.48633 -0.41734 1.017
C 2.77377 1.32122 0.50497 -0.397
C 3.79057 0.48113 0.00749 -0.117
C 4.96634 0.32422 0.72561 -0.051
C 5.12929 0.98894 1.93525 -0.017
C 4.11010 1.79191 2.45059 -0.045
C 2.92612 1.94551 1.75270 -0.095
C 1.62065 1.36395 -2.17216 -0.361
C 2.81045 1.87978 -2.69713 -0.062
C 2.98116 1.92960 -4.07361 -0.025
C 1.97835 1.47200 -4.92027 -0.022
C 0.79262 0.96726 -4.39832 -0.045
C 0.61155 0.90986 -3.02499 -0.113
H -1.23091 6.48381 0.22044 0.129
H 1.20906 6.27098 0.56554 0.128
H 2.30661 4.08592 0.36386 0.114
H -1.47210 2.31293 -0.65574 0.065
H -2.56911 4.50476 -0.42096 0.119
H 3.67502 -0.01338 -0.95125 0.109
H 5.76415 -0.29675 0.33416 0.129
H 6.05922 0.88528 2.48293 0.131
H 4.24721 2.29968 3.39810 0.132
H 2.13562 2.56507 2.15997 0.118
H 3.59088 2.25668 -2.04742 0.118
H 3.89698 2.33454 -4.48565 0.129
H 2.12102 1.51450 -5.99359 0.129
H 0.00833 0.62879 -5.06524 0.119
H -0.32159 0.53920 -2.61788 0.052
C 2.17330 -1.12271 3.22463 -0.226
P 1.71113 -2.09149 1.77885 0.728
C 0.65091 -3.41148 2.42144 -0.227
C 3.22761 -2.93204 1.25590 -0.234
H 2.68040 -1.75801 3.95304 0.074
H 1.27577 -0.70202 3.68213 0.057
H 2.83778 -0.31265 2.93190 0.013
H 1.14330 -3.87417 3.27710 0.072
H 0.47966 -4.17411 1.65897 0.050
H -0.30826 -3.00539 2.74231 0.028
H 3.70918 -3.41446 2.10724 0.072
H 3.92061 -2.21572 0.81607 0.025
H 2.99205 -3.69673 0.51588 0.050

***

65
Properties=species:S:1:pos:R:3:nbo_charge:R:1 method="wB97M-V/def2-TZVPD" molar_mass_g_mol=620.44 spin_multiplicity=1 charge=+1 energy_ha=-2403.3185
O -3.52952 3.41987 -3.09249 -0.467
C -2.34841 3.35748 -3.11986 0.768
O -1.55857 4.39264 -3.44316 -0.519
C -0.95761 5.03891 -2.28902 -0.067
C 0.20293 4.23217 -1.72797 -0.441
C 1.27049 5.07351 -1.02408 -0.465
C 1.85463 4.27309 0.12733 0.619
F 3.09057 4.74233 0.41367 -0.310
F 2.00006 2.97097 -0.19700 -0.323
C 0.99828 4.39449 1.42255 0.913
F 1.45240 5.38749 2.17349 -0.292
F 1.02372 3.26174 2.11529 -0.303
F -0.28429 4.66142 1.13297 -0.325
C -1.68981 2.04148 -2.82906 -0.014
C -0.79655 1.50963 -3.76504 -0.228
C -0.18252 0.31476 -3.48022 0.073
N -0.43656 -0.33927 -2.31558 -0.469
I 0.56625 -2.12283 -2.01135 0.526
C -1.30571 0.15478 -1.40904 0.092
S -1.56262 -0.75320 0.05163 0.170
C -1.95758 1.37036 -1.65780 -0.229
H -1.74570 5.16972 -1.54889 0.194
H -0.66580 6.03002 -2.61188 0.217
H -0.18509 3.45539 -1.07814 0.209
H 0.67027 3.72262 -2.56775 0.222
H 2.10897 5.28370 -1.67920 0.248
H 0.89263 6.02319 -0.65850 0.240
H -0.59009 2.04610 -4.67525 0.266
H 0.51614 -0.11500 -4.17689 0.250
H -2.55005 0.00583 0.55236 0.166
H -2.65541 1.77279 -0.94403 0.262
C -2.18969 1.88237 4.10678 -0.613
C -2.40962 0.88470 5.23911 -0.083
C -1.80269 1.32607 6.57919 -0.075
O -0.39889 1.18348 6.66045 -0.544
C 0.34929 2.22072 6.05574 -0.249
N -1.91383 -0.42871 4.81209 -0.837
H -1.17338 1.83721 3.71412 0.200
H -2.86511 1.66208 3.27839 0.201
H -2.38448 2.90546 4.43332 0.212
H -3.48899 0.80089 5.39359 0.193
H -2.20526 0.68100 7.36376 0.190
H -2.09992 2.35330 6.82731 0.168
H -0.14647 3.19053 6.15583 0.170
H 0.52742 2.00562 4.99860 0.158
H 1.31633 2.27045 6.55465 0.197
H -2.15845 -1.12252 5.51277 0.360
H -0.89796 -0.39398 4.84356 0.357
C 1.75131 -8.33824 -2.84978 -0.616
C 1.12187 -7.13365 -3.54204 -0.085
C 2.09159 -5.96213 -3.75280 -0.073
O 2.37303 -5.19966 -2.58779 -0.575
C 3.35796 -5.75349 -1.72532 -0.251
N -0.08076 -6.73640 -2.80157 -0.814
H 1.85858 -8.18347 -1.77640 0.202
H 1.12193 -9.21658 -2.98404 0.230
H 2.73543 -8.56393 -3.26424 0.208
H 0.80623 -7.45747 -4.53746 0.197
H 1.62569 -5.26062 -4.45093 0.177
H 3.02642 -6.29816 -4.21650 0.175
H 4.13251 -6.27639 -2.28983 0.182
H 2.91030 -6.43176 -0.99719 0.175
H 3.81891 -4.93114 -1.17853 0.188
H -0.57279 -6.01192 -3.31817 0.346
H 0.21805 -6.27983 -1.94372 0.346

***

32
Properties=species:S:1:pos:R:3:nbo_charge:R:1 method="wB97M-V/def2-TZVPD" molar_mass_g_mol=207.28 spin_multiplicity=1 charge=+2 e_above_lowest_kcal_mol=80.2 smiles="Cc1[nH]c(C2=NC=C[N@@+]2(N)C(C)C)c[nH+]1" energy_ha=-664.3017
C 2.30289 1.87893 -0.57619 -0.018
C 1.47913 0.98304 -0.04358 0.109
C 3.50607 0.27134 0.35377 0.503
C -1.93936 2.60793 0.17246 0.015
C -2.38069 1.46693 0.65015 -0.074
C -0.24212 1.31526 0.03976 0.462
C 4.70156 -0.58273 0.53464 -0.706
C -2.21920 -0.06971 -1.78981 -0.648
C -2.81427 -1.50920 0.21848 -0.642
C -1.71422 -0.65390 -0.52396 0.010
N 2.18959 -0.01617 0.56507 -0.502
N -0.58060 2.50726 -0.20750 -0.360
N 3.62362 1.42480 -0.36830 -0.476
N -1.32191 0.45903 0.50336 -0.163
N -0.88652 -0.09074 1.75772 -0.609
H 2.06522 2.80963 -1.02391 0.280
H -2.41845 3.51427 -0.13455 0.275
H -3.19406 1.10661 1.13022 0.246
H 5.25883 -0.16715 1.40740 0.285
H 4.41299 -1.68757 0.92870 0.282
H 5.31294 -0.53239 -0.42424 0.294
H -1.64126 0.84460 -2.10180 0.232
H -2.29468 -0.73478 -2.59864 0.276
H -3.26320 0.31083 -1.51775 0.229
H -3.73968 -0.88709 0.31255 0.230
H -2.39094 -1.84792 1.22462 0.228
H -3.05008 -2.34593 -0.48705 0.281
H -0.82165 -1.16012 -0.67892 0.219
H 4.42447 2.06227 -0.34993 0.478
H 1.93262 -0.71492 1.29239 0.483
H -0.71555 0.75550 2.33992 0.384
H -1.81406 -0.37845 2.23823 0.399